(i)
# C3H2N2OS2

An isolated molecule of C3H2N2OS2 (the ωB97M-V functional and the def2-TZVPD basis, the Open Molecules 2025 dataset).

Geometry (Å):
S: -0.26882 1.00983 -2.25178
C: 0.90264 0.22999 -1.34160
N: 0.65827 -0.41165 -0.13825
N: 1.72451 -1.10965 0.52076
C: 1.10646 -1.42739 1.65681
O: -0.02745 -0.78827 1.86015
C: -0.37888 -0.17459 0.65485
S: -1.59822 0.67711 0.75484
H: 1.87448 0.03932 -1.75719
H: 1.75696 -1.84323 2.32915

Results
* Kohn-Sham gap: 7.68 eV
* net charge: 0
* SMILES string: S=Cn1ncoc1=S



(ii)
# C3H2N2OS2

An isolated molecule of C3H2N2OS2 (the ωB97M-V functional and the def2-TZVPD basis, the Open Molecules 2025 dataset).

Geometry (Å):
S: 2.78662 -0.73439 -0.01707
C: 1.26829 -0.10602 0.06338
C: 1.13232 1.24892 0.17307
N: -0.03570 1.90200 -0.02526
O: -1.11352 1.10858 -0.26683
C: -1.08218 -0.22754 -0.00578
S: -2.63226 -0.75324 0.05418
N: 0.00678 -0.88954 -0.11006
H: 1.92994 1.90836 0.48768
H: -3.19954 0.44563 0.61639

Results
* Kohn-Sham gap: 7.73 eV
* net charge: 0
* SMILES string: S=c1cnoc(S)n1



Most stable: (i) (next structure +0.0310 hartree)



(i)
# C22H31N3O4

A structure of composition C22H31N3O4 (the ωB97M-V functional and the def2-TZVPD basis, the Open Molecules 2025 dataset).

Geometry (Å):
C: -8.18555 -0.33571 -1.23758
H: -8.46513 -0.54541 -0.31975
O: -7.22783 0.87706 -1.36462
C: -6.19351 0.71746 -0.62281
C: -5.41700 1.71264 -0.80907
C: -4.32709 1.85200 0.11642
C: -3.95927 0.74655 1.02521
C: -4.68886 -0.23705 0.79656
C: -5.90917 -0.29450 0.09727
H: -6.39962 -1.26800 0.26594
O: -4.45758 -1.17824 1.68320
C: -3.32129 -1.32264 2.31548
C: -1.96432 -1.63391 1.45577
C: -1.75651 -1.70406 0.30235
C: -0.38933 -1.62703 -0.04619
N: 0.09738 -1.23628 1.32796
O: -0.78115 -1.26240 2.18001
C: 0.24156 -1.99338 -1.13563
O: -0.24291 -2.53643 -2.06121
N: 1.47520 -1.41108 -1.38876
C: 1.99598 -1.78096 -2.90383
H: 2.32279 -0.78497 -3.12968
H: 2.82465 -2.41317 -2.67957
H: 1.17092 -2.12964 -3.24718
C: 2.28835 -0.43037 -0.87770
C: 2.32890 0.88335 -1.09757
H: 1.21953 1.00424 -1.18314
H: 2.76493 1.12032 -2.09314
C: 2.90326 1.73029 0.02050
N: 4.33924 1.17498 0.22609
H: 4.81858 1.90896 0.76280
C: 4.48168 -0.21427 0.34836
C: 3.77939 -1.00484 -0.52603
H: 3.78141 -2.22153 -0.27558
H: 4.19849 -0.99072 -1.51283
C: 6.06055 -0.23815 0.33254
H: 6.26774 -1.49526 0.19962
H: 6.58341 0.10705 1.32540
H: 6.32310 -0.03715 -0.66185
C: 4.02347 -0.45444 2.01090
H: 4.66094 0.04454 2.77897
H: 2.92731 -0.52634 2.31335
H: 4.42969 -1.61634 2.16847
C: 3.16933 2.99477 -0.72185
H: 3.79707 3.09240 -1.65878
H: 2.43796 3.49034 -1.11890
H: 3.73978 3.71906 0.00875
C: 2.26432 1.84382 1.21206
H: 1.77541 1.15404 1.47814
H: 1.15418 2.69618 0.98624
H: 2.75361 2.53351 1.89148
H: 1.86825 -0.63943 0.30136
H: -2.29323 -2.05763 -0.56791
H: -3.08463 -0.66127 3.22145
H: -3.16658 -2.41496 3.11398
H: -2.90307 1.04337 1.61823
H: -3.67447 2.75968 -0.05317
H: -5.83914 2.72004 -1.22091
H: -7.70055 -1.13135 -1.68150
H: -8.92056 -0.09774 -1.68815

Results
* Kohn-Sham gap: 7.81 eV
* net charge: 0



(ii)
# C22H31N3O4

An isolated molecule of C22H31N3O4 (the ωB97M-V functional and the def2-TZVPD basis, the Open Molecules 2025 dataset).

Geometry (Å):
C: -1.82697 -1.61961 -2.94949
C: -2.02258 -2.57176 -1.80041
O: -0.87501 -2.43969 -0.92968
C: -0.96115 -3.11542 0.21225
O: -1.84206 -3.88901 0.47581
C: 0.18803 -2.77965 1.17124
C: -0.18300 -1.46701 1.89879
C: -0.86539 -0.37196 1.07679
O: -2.08464 -0.31673 1.00832
N: -0.04113 0.53999 0.52144
C: -0.53567 1.60874 -0.33939
C: -1.23458 2.67866 0.52110
C: -0.38051 3.40830 1.52678
C: 0.26692 2.77290 2.58181
C: 1.01946 3.52114 3.47128
C: 1.09164 4.89370 3.29682
N: 0.45681 5.53192 2.31916
C: -0.25257 4.79490 1.47169
C: 0.65860 2.08026 -1.19363
C: 0.72465 1.26648 -2.49821
C: -0.28870 1.93508 -3.44582
C: -0.47696 3.37259 -2.90921
C: 0.52680 3.50069 -1.75729
C: 0.30869 -3.91305 2.19265
C: 0.76382 -5.19829 1.51915
C: 2.14233 -5.01314 0.91567
N: 2.23726 -3.74365 0.20252
C: 1.50818 -2.62084 0.40789
O: 1.90222 -1.54162 -0.00940
H: -2.67054 -1.69948 -3.63583
H: -1.77767 -0.59499 -2.58430
H: -0.91089 -1.84052 -3.49781
H: -2.91339 -2.33431 -1.22004
H: -2.09081 -3.61030 -2.12528
H: -0.90709 -1.72592 2.67151
H: 0.71453 -1.07503 2.38135
H: 0.90792 0.21799 0.37743
H: -1.31298 1.19633 -0.99186
H: -1.70213 3.40814 -0.14422
H: -2.04898 2.16854 1.04019
H: 0.17830 1.70286 2.70936
H: 1.53562 3.04945 4.29701
H: 1.67092 5.50878 3.97658
H: -0.77421 5.34632 0.69373
H: 1.57240 1.98717 -0.60168
H: 1.73252 1.33874 -2.91287
H: 0.52519 0.20529 -2.33198
H: 0.07186 1.92658 -4.47440
H: -1.23830 1.39924 -3.44771
H: -0.31361 4.12872 -3.67682
H: -1.49634 3.51278 -2.54269
H: 0.24438 4.24979 -1.02410
H: 1.50361 3.79590 -2.14899
H: 1.02411 -3.61323 2.96574
H: -0.66039 -4.05279 2.66845
H: 0.79668 -6.01810 2.23713
H: 0.04465 -5.47483 0.74726
H: 2.89787 -5.03388 1.70862
H: 2.37601 -5.81959 0.22007
H: 3.09629 -3.55359 -0.29246

Results
* Kohn-Sham gap: 9.64 eV
* net charge: 0
* SMILES string: CCOC(=O)[C@@]1(CC(=O)N[C@@H](Cc2cccnc2)C2CCCC2)CCCNC1=O



Most stable: (ii) (next structure +0.9138 hartree)



(i)
# C3H10NO2S

A cluster of 2 separate species, C3H10NO2S in total (the ωB97M-V functional and the def2-TZVPD basis, the Open Molecules 2025 dataset).

Geometry (Å):
C: 0.34848 0.96359 0.65955
O: 1.44914 1.38136 0.06275
C: -0.76094 0.31157 -0.28969
C: -1.64302 -0.58758 0.51230
S: -3.44678 -0.66111 -0.23083
N: -0.00999 -0.42064 -1.34843
H: 0.56680 0.14457 1.47679
H: -0.11471 1.77043 1.29752
H: -1.27715 1.11426 -0.81308
H: -1.77197 -0.32708 1.55197
H: -1.40141 -1.63637 0.37657
H: -2.95901 -0.17129 -1.39773
H: 0.93948 -0.03989 -1.22935
H: -0.26709 -0.03354 -2.25395
H: 3.57331 -0.33199 -0.12228
H: 3.10128 -0.49048 1.17518
O: 3.67359 -0.98581 0.57272

Results
* Kohn-Sham gap: 6.51 eV
* net charge: -1



(ii)
# C3H10NO2S

A cluster of 2 separate species, C3H10NO2S in total (the ωB97M-V functional and the def2-TZVPD basis, the Open Molecules 2025 dataset).

Geometry (Å):
C: -0.40286 0.88061 -1.16435
O: 0.71756 1.15074 -1.82265
C: -0.22105 -0.51240 -0.32245
C: -1.01763 -0.52512 0.94898
S: -1.74170 -1.98837 1.65598
N: 1.21691 -0.58771 0.17196
H: -0.65075 1.61497 -0.33080
H: -1.31196 0.72939 -1.76237
H: -0.42985 -1.36459 -0.98897
H: -1.88002 0.21018 0.91878
H: -0.40455 -0.14228 1.74908
H: -1.51747 -3.07731 0.91555
H: 1.61740 0.30557 -0.13114
H: 1.61775 -1.23641 -0.50297
H: 2.15121 2.52267 -1.58127
H: 2.32086 3.05467 -0.08958
O: 2.63192 3.13095 -0.99255

Results
* Kohn-Sham gap: 6.58 eV
* net charge: -1



Most stable: (i) (next structure +0.0023 hartree)



(i)
# C3H5F2NO

A cluster of 2 separate species, C3H5F2NO in total (the ωB97M-V functional and the def2-TZVPD basis, the Open Molecules 2025 dataset).

Geometry (Å):
C: -0.52171 -2.24366 -0.23360
C: -0.28100 1.21313 -0.70408
C: 0.64304 0.73680 0.45458
N: -0.17785 -0.14145 1.15900
O: 0.35654 -2.84483 -0.72065
F: -1.77941 -2.08357 -0.46294
F: 0.55555 -0.70211 2.26219
H: 0.16663 2.23540 -1.05054
H: -0.17330 0.52484 -1.57582
H: -1.26484 1.35240 -0.38747
H: 1.59463 0.35536 0.20575
H: 0.88172 1.59770 1.05357

Results
* Kohn-Sham gap (spin up / spin down): 8.58 / 9.62 eV
* net charge: 0



(ii)
# C3H5F2NO

A cluster of 2 separate species, C3H5F2NO in total (the ωB97M-V functional and the def2-TZVPD basis, the Open Molecules 2025 dataset).

Geometry (Å):
C: 1.76051 0.87865 -0.08272
C: -0.81538 -1.47330 -0.23963
C: -1.07569 -0.04407 0.00094
N: 0.56315 1.29699 0.28714
O: 2.04880 -0.00923 -0.82477
F: -1.60081 0.75360 -0.96764
F: -1.70130 0.28081 1.15979
H: 2.46460 1.61499 0.34641
H: -1.67482 -2.00046 0.23571
H: 0.10061 -1.57075 0.28000
H: -0.64326 -1.57612 -1.27153
H: 0.57358 1.84889 1.07631

Results
* Kohn-Sham gap: 9.41 eV
* net charge: 0



Most stable: (ii) (next structure +0.1145 hartree)